Computed, not measured: a cluster of 2 separate species, C3H5Br3Si in total in a non-equilibrium geometry, with ωB97M-V/def2-TZVPD.

Geometry as XYZ:
```
12
C3H5Br3Si, DFT ωB97M-V/def2-TZVPD
C 2.373 0.462 -0.321
C 1.065 0.581 -0.007
C -0.035 -0.353 -0.191
Si -1.889 -0.143 0.113
Br -3.174 -2.032 0.433
Br -2.352 1.284 1.791
Br -2.718 0.622 -1.928
H 2.908 1.321 -0.016
H 2.768 -0.319 -0.932
H 0.861 1.381 0.858
H -0.020 -1.621 1.215
H 0.214 -1.182 -1.013
```

Results
Lowest unoccupied orbital energy (spin up / spin down) = -1.000 / -1.001 eV
HOMO (spin up / spin down) = -9.4 / -9.4 eV
Gap between HOMO and LUMO (spin up / spin down) = 0.3097 / 0.3098 Ha
E = -8128.84056 hartree
Largest force on an atom = 4.71 eV/A
Net charge = 0

Atomic partial charges in e from the natural (NBO) method, atoms 1 to 5: number 1, C, carries -0.32; number 2, C, carries -0.28; number 3, C, carries -0.81; number 4, Si, carries 1.22; number 5, Br, carries -0.26

---

Computed, not measured: an isolated molecule of C5H12NO in a non-equilibrium geometry, with ωB97M-V/def2-TZVPD.

Geometry as XYZ:
```
19
C5H12NO, DFT ωB97M-V/def2-TZVPD
C 0.881 -0.482 -1.969
N 1.145 -0.609 -0.526
C -0.648 2.455 0.834
C -0.366 1.341 -0.234
C 0.229 0.094 0.401
C -0.827 -0.974 0.851
O -0.316 -2.214 0.893
H 0.577 -1.432 -2.464
H 1.660 0.046 -2.475
H -0.083 0.040 -2.245
H 1.047 -1.632 -0.309
H -1.065 3.319 0.365
H -1.136 1.966 1.661
H 0.229 2.726 1.476
H -1.332 1.274 -0.790
H 0.229 1.658 -1.042
H 0.791 0.388 1.306
H -1.242 -0.600 1.770
H -1.746 -0.848 0.210
```

Results
Lowest unoccupied orbital energy (spin up / spin down) = 0.973 / -1.913 eV
HOMO (spin up / spin down) = -8.7 / -8.6 eV
Multiplicity = 2
Gap between HOMO and LUMO (spin up / spin down) = 0.3555 / 0.2474 Ha
⟨S²⟩ = 0.7548
E = -327.56628 hartree
Largest force on an atom = 2.77 eV/A
Net charge = 0

Atomic partial charges in e from the natural (NBO) method, atoms 1 to 5: number 1, C, carries -0.44; number 2, N, carries -0.63; number 3, C, carries -0.61; number 4, C, carries -0.42; number 5, C, carries -0.07

---

Copy entry 2 word for word.
Computed, not measured: an isolated molecule of C5H12NO in a non-equilibrium geometry, with ωB97M-V/def2-TZVPD.

Geometry as XYZ:
```
19
C5H12NO, DFT ωB97M-V/def2-TZVPD
C 0.881 -0.482 -1.969
N 1.145 -0.609 -0.526
C -0.648 2.455 0.834
C -0.366 1.341 -0.234
C 0.229 0.094 0.401
C -0.827 -0.974 0.851
O -0.316 -2.214 0.893
H 0.577 -1.432 -2.464
H 1.660 0.046 -2.475
H -0.083 0.040 -2.245
H 1.047 -1.632 -0.309
H -1.065 3.319 0.365
H -1.136 1.966 1.661
H 0.229 2.726 1.476
H -1.332 1.274 -0.790
H 0.229 1.658 -1.042
H 0.791 0.388 1.306
H -1.242 -0.600 1.770
H -1.746 -0.848 0.210
```

Results
Lowest unoccupied orbital energy (spin up / spin down) = 0.973 / -1.913 eV
HOMO (spin up / spin down) = -8.7 / -8.6 eV
Multiplicity = 2
Gap between HOMO and LUMO (spin up / spin down) = 0.3555 / 0.2474 Ha
⟨S²⟩ = 0.7548
E = -327.56628 hartree
Largest force on an atom = 2.77 eV/A
Net charge = 0

Atomic partial charges in e from the natural (NBO) method, atoms 1 to 5: number 1, C, carries -0.44; number 2, N, carries -0.63; number 3, C, carries -0.61; number 4, C, carries -0.42; number 5, C, carries -0.07

---

What did the first record say?
Computed, not measured: a cluster of 2 separate species, C3H5Br3Si in total in a non-equilibrium geometry, with ωB97M-V/def2-TZVPD.

Geometry as XYZ:
```
12
C3H5Br3Si, DFT ωB97M-V/def2-TZVPD
C 2.373 0.462 -0.321
C 1.065 0.581 -0.007
C -0.035 -0.353 -0.191
Si -1.889 -0.143 0.113
Br -3.174 -2.032 0.433
Br -2.352 1.284 1.791
Br -2.718 0.622 -1.928
H 2.908 1.321 -0.016
H 2.768 -0.319 -0.932
H 0.861 1.381 0.858
H -0.020 -1.621 1.215
H 0.214 -1.182 -1.013
```

Results
Lowest unoccupied orbital energy (spin up / spin down) = -1.000 / -1.001 eV
HOMO (spin up / spin down) = -9.4 / -9.4 eV
Gap between HOMO and LUMO (spin up / spin down) = 0.3097 / 0.3098 Ha
E = -8128.84056 hartree
Largest force on an atom = 4.71 eV/A
Net charge = 0

Atomic partial charges in e from the natural (NBO) method, atoms 1 to 5: number 1, C, carries -0.32; number 2, C, carries -0.28; number 3, C, carries -0.81; number 4, Si, carries 1.22; number 5, Br, carries -0.26